Entry from the OMol25 dataset: a molecular structure, H16O8Pb (wB97M-V/def2-TZVPD).

Summary:
Charge: +2
E_LUMO: -8.52 eV
E_tot: -803.75250 a.u.
Relative energy (zero: lowest compared OMol25 entry of this formula, charge and spin): 3.247 eV

Each line ends with the Mulliken charge.
Geometry (Å):
Pb (-0.219, -0.113, -0.045)  1.31
O (1.089, -1.301, -1.973)  -0.62
H (0.689, -2.181, -1.945)  0.35
H (1.988, -1.412, -1.608)  0.35
O (-0.100, 1.723, -2.056)  -0.59
H (0.234, 1.179, -2.773)  0.34
H (0.612, 2.206, -1.709)  0.37
O (1.170, 3.277, -0.085)  -0.63
H (0.375, 3.740, 0.032)  0.29
H (1.735, 3.245, 0.698)  0.32
O (-1.313, 2.194, 0.745)  -0.52
H (-1.791, 1.822, 1.510)  0.30
H (-2.058, 2.523, 0.239)  0.33
O (0.157, -0.111, 2.753)  -0.46
H (-0.461, 0.588, 2.981)  0.33
H (-0.385, -0.560, 2.004)  0.27
O (-1.832, -0.641, -1.652)  -0.66
H (-2.515, 0.097, -1.419)  0.41
H (-1.386, -0.612, -2.554)  0.39
O (2.107, -1.992, 1.217)  -0.54
H (2.945, -1.774, 1.667)  0.30
H (1.839, -2.891, 1.384)  0.30
O (-0.659, -2.769, 0.770)  -0.60
H (-1.117, -2.820, 1.670)  0.34
H (-1.103, -3.420, 0.149)  0.32

***

Entry from the OMol25 dataset: a molecular structure, H16O8Pb (wB97M-V/def2-TZVPD).

Summary:
Charge: +2
E_LUMO: -6.54 eV
E_tot: -803.80924 a.u.
Relative energy (zero: lowest compared OMol25 entry of this formula, charge and spin): 1.703 eV

Each line ends with the Mulliken charge.
Geometry (Å):
Pb (-0.032, 0.090, -0.075)  1.39
O (-1.164, -0.963, -1.841)  -0.47
H (-1.930, -1.480, -1.933)  0.26
H (-0.629, -1.137, -2.642)  0.30
O (0.045, -2.347, 0.241)  -0.47
H (0.087, -2.842, -0.589)  0.29
H (0.316, -2.957, 0.911)  0.27
O (-0.887, 2.133, 0.964)  -0.50
H (-0.785, 2.287, 1.890)  0.31
H (-0.614, 2.957, 0.586)  0.29
O (0.303, 1.902, -1.870)  -0.50
H (1.119, 2.444, -1.968)  0.32
H (-0.067, 1.838, -2.727)  0.28
O (-2.489, -0.354, 0.749)  -0.58
H (-3.318, -0.794, 0.755)  0.30
H (-2.236, -0.089, 1.654)  0.30
O (-0.101, -0.362, 2.363)  -0.53
H (0.679, -0.265, 2.920)  0.25
H (-0.585, -1.132, 2.643)  0.30
O (1.909, 1.267, 1.023)  -0.57
H (2.709, 1.129, 0.451)  0.35
H (2.198, 0.777, 1.790)  0.30
O (1.732, -0.498, -1.479)  -0.49
H (1.957, -0.125, -2.319)  0.31
H (1.782, -1.470, -1.494)  0.31

***

Entry from the OMol25 dataset: a molecular structure, H16O9Y2 (wB97M-V/def2-TZVPD).

Summary:
Charge: +4
E_LUMO: -16.59 eV
E_tot: -761.96055 a.u.

Each line ends with the Mulliken charge.
Geometry (Å):
Y (-0.222, -18.414, 3.108)  1.87
Y (0.743, -20.723, 6.009)  1.71
O (1.070, -18.643, 5.069)  0.04
H (1.721, -17.945, 5.277)  0.17
O (-0.596, -20.421, 4.116)  -0.70
H (-1.397, -20.850, 3.756)  0.30
O (3.674, -16.775, 4.513)  -0.67
H (3.789, -17.128, 3.631)  0.30
H (4.474, -17.021, 4.976)  0.33
O (0.038, -16.279, 6.722)  -0.57
H (-0.773, -16.105, 6.243)  0.27
H (0.449, -16.998, 6.242)  0.14
O (1.254, -16.511, 3.248)  -0.50
H (1.810, -16.392, 4.018)  0.43
H (1.552, -15.843, 2.632)  0.33
O (2.779, -19.955, 7.001)  -0.46
H (2.856, -19.089, 7.401)  0.38
H (3.668, -20.169, 6.718)  0.30
O (2.581, -17.354, 7.413)  -0.66
H (1.912, -16.682, 7.544)  0.36
H (3.046, -17.080, 6.622)  0.32
O (-0.114, -19.108, 7.706)  -0.49
H (0.162, -18.191, 7.692)  0.35
H (-0.634, -19.190, 8.505)  0.31
O (2.583, -21.107, 4.468)  -0.43
H (3.385, -21.589, 4.670)  0.32
H (2.617, -20.969, 3.522)  0.27

***

Entry from the OMol25 dataset: 8 unconnected molecules or ions with the total composition H16S8 (wB97M-V/def2-TZVPD).

Summary:
E_LUMO: 0.28 eV
Structure (SMILES): S.S.S.S.S.S.S.S
E_tot: -3195.00084 a.u.
Relative energy (zero: lowest compared OMol25 entry of this formula, charge and spin): 0.000 eV

Each line ends with the Mulliken charge.
Geometry (Å):
S (1.972, -2.580, 0.980)  -0.25
H (1.142, -1.536, 0.907)  0.11
H (1.701, -3.098, -0.218)  0.14
S (-1.981, -1.269, -2.970)  -0.26
H (-2.554, -0.149, -2.530)  0.11
H (-2.813, -2.113, -2.350)  0.14
S (-1.684, 0.919, 2.633)  -0.21
H (-1.333, 0.422, 1.442)  0.09
H (-2.742, 1.565, 2.128)  0.12
S (2.470, -1.420, -2.767)  -0.30
H (1.502, -0.597, -3.185)  0.14
H (2.014, -2.482, -3.434)  0.15
S (-1.844, -2.594, 1.521)  -0.27
H (-2.746, -2.870, 2.469)  0.14
H (-0.844, -3.224, 2.142)  0.15
S (2.337, 1.400, 2.859)  -0.26
H (2.447, 0.692, 3.989)  0.15
H (3.495, 2.046, 3.039)  0.12
S (1.899, 2.845, -1.073)  -0.22
H (2.426, 1.619, -0.959)  0.12
H (1.113, 2.716, -0.004)  0.08
S (-1.986, 2.830, -1.079)  -0.24
H (-1.257, 3.914, -1.365)  0.12
H (-2.736, 2.966, -2.176)  0.13

***

Entry from the OMol25 dataset: 8 unconnected molecules or ions with the total composition H17NO7 (wB97M-V/def2-TZVPD).

Summary:
E_LUMO: 0.47 eV
Structure (SMILES): N.O.O.O.O.O.O.O
E_tot: -591.64274 a.u.
Relative energy (zero: lowest compared OMol25 entry of this formula, charge and spin): 0.311 eV

Each line ends with the Mulliken charge.
Geometry (Å):
N (2.572, 1.031, -1.708)  -0.75
H (3.474, 1.424, -1.486)  0.24
H (2.634, 0.118, -2.130)  0.22
H (2.045, 1.624, -2.334)  0.22
O (1.915, 0.478, 1.082)  -0.65
H (1.648, -0.440, 0.985)  0.29
H (2.103, 0.769, 0.189)  0.42
O (-0.268, 0.504, -2.967)  -0.64
H (-1.011, 0.753, -3.516)  0.30
H (-0.233, 1.058, -2.169)  0.38
O (-1.670, 1.456, 1.713)  -0.74
H (-0.790, 1.462, 2.107)  0.35
H (-2.021, 0.628, 2.059)  0.29
O (-0.644, -3.143, 0.873)  -0.70
H (-1.273, -2.673, 0.282)  0.37
H (-0.505, -4.022, 0.512)  0.29
O (-0.624, 1.837, -0.557)  -0.65
H (-1.382, 1.695, 0.024)  0.38
H (0.063, 1.737, 0.121)  0.29
O (-1.803, -1.083, -0.434)  -0.65
H (-1.031, -0.552, -0.647)  0.34
H (-2.359, -0.747, 0.269)  0.29
O (-0.545, -1.019, 2.530)  -0.56
H (0.144, -1.066, 3.199)  0.30
H (-0.438, -1.831, 2.001)  0.36

***

Entry from the OMol25 dataset: 9 unconnected molecules or ions with the total composition H17O9 (wB97M-V/def2-TZVPD).

Summary:
Charge: -1
E_LUMO: 3.01 eV
E_tot: -687.41291 a.u.
Relative energy (zero: lowest compared OMol25 entry of this formula, charge and spin): 1.067 eV

Each line ends with the Mulliken charge.
Geometry (Å):
O (-0.039, 3.669, -1.400)  -0.69
H (-0.184, 2.678, -1.482)  0.41
H (0.144, 3.696, -0.460)  0.29
O (2.508, -2.488, 0.466)  -0.66
H (1.765, -2.031, 0.066)  0.37
O (-0.514, -0.600, 3.584)  -0.64
H (-1.191, -1.231, 3.351)  0.30
H (-0.934, 0.255, 3.700)  0.33
O (-0.727, -3.102, 0.608)  -0.62
H (-0.039, -2.954, -0.035)  0.30
H (-1.605, -3.120, 0.246)  0.29
O (0.048, 1.898, 1.904)  -0.70
H (0.024, 1.993, 0.964)  0.23
H (0.492, 1.050, 2.002)  0.37
O (2.119, 0.354, -0.936)  -0.63
H (1.210, 0.740, -0.739)  0.40
H (2.619, 1.129, -1.159)  0.24
O (-0.326, 0.991, -0.790)  -0.98
H (-1.110, 1.040, -0.250)  0.20
H (3.286, -2.017, 0.162)  0.31
O (0.540, -1.637, -2.183)  -0.66
H (0.230, -0.930, -1.590)  0.26
H (1.306, -1.244, -2.608)  0.32
O (-3.532, 0.864, -1.327)  -0.64
H (-2.624, 0.571, -1.221)  0.33
H (-4.020, 0.399, -0.645)  0.29

***

Among the records above, which one has the lowest E_tot?
H16S8